No. 1
Density functional theory data (the ωB97M-V functional and the def2-TZVPD basis) for a molecular structure, C60H52FeN7O3Te in a non-equilibrium geometry.

Computed properties:
- Multiplicity: 1
- Electronic energy: -4458.404740 hartree
- HOMO energy (spin up / spin down): -0.140 / -0.140 Eh
- Orbital gap (spin up / spin down): 6.02 / 6.02 eV
- Energy relative to the best compared isomer or geometry (same formula, charge and spin): 12.9 kJ/mol
- Total charge: -1
- E_LUMO (spin up / spin down): 2.201 / 2.201 eV

Each line ends with the Löwdin charge.
Positions of all 124 atoms, in Å:
1 Fe 0.05359 1.27046 -0.85502  0.526
2 C 0.90588 3.53311 -4.32899  -0.025
3 C 0.38657 2.59665 -3.28764  -0.252
4 N 0.75840 2.59959 -2.05688  -0.029
5 N 1.80689 3.36534 -1.62616  0.104
6 C 2.45161 2.62212 -0.73357  -0.466
7 O 2.16262 1.41748 -0.46904  -0.122
8 C 3.54824 3.29081 0.03067  -0.132
9 C 3.93219 4.60190 -0.23750  -0.032
10 C 4.91785 5.21112 0.52403  -0.095
11 C 5.52382 4.51878 1.56554  -0.108
12 C 5.13949 3.21285 1.84019  -0.090
13 C 4.15658 2.60253 1.07504  -0.051
14 C -0.43842 1.43078 -3.60570  -0.211
15 C -1.10691 1.24523 -4.81197  -0.015
16 C -1.82243 0.07893 -5.00621  -0.066
17 C -1.85077 -0.86903 -3.99368  -0.055
18 C -1.14349 -0.62045 -2.82990  -0.099
19 N -0.42901 0.48446 -2.64646  0.038
20 H 1.42903 4.35491 -3.84724  0.065
21 H 0.08569 3.93108 -4.93001  0.073
22 H 1.60092 3.02797 -5.00548  0.086
23 H 3.44051 5.12898 -1.04387  0.103
24 H 5.21172 6.23127 0.30864  0.094
25 H 6.29345 4.99590 2.16044  0.092
26 H 5.61102 2.66592 2.64800  0.098
27 H 3.84733 1.58353 1.26770  0.083
28 H -1.08323 2.01693 -5.56917  0.104
29 H -2.36800 -0.08138 -5.92773  0.102
30 H -2.42134 -1.78270 -4.08852  0.107
31 H -1.15857 -1.31450 -2.00075  0.112
32 C -0.66952 -6.20062 0.77656  -0.066
33 C -0.60432 -4.70549 0.61349  -0.283
34 C -1.37368 -3.84106 1.37711  -0.009
35 C -1.33531 -2.46494 1.20383  -0.088
36 C -2.40208 -1.71841 1.90500  -0.313
37 O -3.16632 -0.96300 1.35263  0.105
38 C -2.55532 -1.92906 3.39293  -0.145
39 C -3.77380 -1.60807 3.98476  -0.019
40 C -3.93468 -1.70696 5.35689  -0.083
41 C -2.86917 -2.10844 6.15395  -0.100
42 C -1.64686 -2.41265 5.57288  -0.086
43 C -1.49293 -2.32951 4.19597  -0.029
44 C -0.40117 -1.81458 0.31774  -0.320
45 O -0.27825 -0.54528 0.33037  -0.080
46 C 0.35298 -2.73501 -0.51168  -0.079
47 C 0.20445 -4.11113 -0.34202  0.005
48 C 1.29968 -2.28123 -1.55493  -0.226
49 N 1.74114 -1.09067 -1.55284  0.110
50 C 2.61087 -0.58265 -2.59327  -0.295
51 C 4.03308 -1.12313 -2.56736  -0.484
52 Te 5.20687 -0.73065 -0.81508  1.269
53 C 4.12696 -1.91377 0.57065  -0.553
54 C 4.55823 -3.20476 0.86587  -0.178
55 C 3.85692 -3.98659 1.77642  -0.102
56 C 2.72478 -3.47953 2.39866  -0.088
57 C 2.29890 -2.19022 2.11175  -0.077
58 C 2.99690 -1.40289 1.20439  -0.135
59 C 1.70700 -3.27742 -2.61259  -0.183
60 C 2.77780 -4.14342 -2.40090  -0.059
61 C 3.18341 -5.01828 -3.39641  -0.080
62 C 2.52454 -5.03611 -4.61994  -0.100
63 C 1.46081 -4.17372 -4.83891  -0.079
64 C 1.05418 -3.29909 -3.83861  -0.017
65 H -1.37221 -6.47238 1.56592  0.067
66 H 0.30263 -6.62427 1.04263  0.069
67 H -0.99824 -6.69615 -0.14071  0.072
68 H -2.06737 -4.25306 2.10572  0.122
69 H -4.57492 -1.26074 3.34515  0.119
70 H -4.88643 -1.45891 5.81015  0.098
71 H -2.99159 -2.17842 7.22795  0.095
72 H -0.81143 -2.71577 6.19194  0.097
73 H -0.54330 -2.57248 3.73619  0.101
74 H 0.77797 -4.76926 -0.98269  0.112
75 H 2.63756 0.50221 -2.46571  0.084
76 H 2.20075 -0.78996 -3.59290  0.115
77 H 4.61190 -0.64702 -3.36249  0.039
78 H 4.07051 -2.19511 -2.73864  0.018
79 H 5.43727 -3.60279 0.37387  0.080
80 H 4.19371 -4.99342 1.99298  0.095
81 H 2.16474 -4.09348 3.09412  0.099
82 H 1.39694 -1.79702 2.56574  0.095
83 H 2.63037 -0.41652 0.94415  0.064
84 H 3.29285 -4.12050 -1.44631  0.112
85 H 4.01671 -5.68709 -3.21859  0.100
86 H 2.84263 -5.71748 -5.39914  0.094
87 H 0.94341 -4.18032 -5.79037  0.098
88 H 0.22136 -2.62514 -4.00723  0.098
89 N -1.97878 1.68767 -1.01094  0.127
90 C -3.01372 2.01103 -0.38180  -0.335
91 C -4.32782 2.09454 -1.14624  -0.170
92 C -5.53252 1.66169 -0.60028  -0.047
93 C -6.69602 1.65457 -1.35976  -0.103
94 C -6.67616 2.09927 -2.67382  -0.124
95 C -5.47785 2.53899 -3.22677  -0.106
96 C -4.31705 2.52560 -2.47030  -0.047
97 C -3.13887 2.31184 1.09913  -0.174
98 C -2.38263 1.59045 2.01898  -0.062
99 C -2.45674 1.85690 3.37456  -0.084
100 C -3.29038 2.86855 3.84083  -0.113
101 C -4.03454 3.60729 2.93659  -0.106
102 C -3.97019 3.32113 1.57956  -0.053
103 H -5.55230 1.30715 0.42368  0.113
104 H -7.62078 1.29421 -0.92398  0.091
105 H -7.58473 2.09978 -3.26434  0.086
106 H -5.45134 2.88649 -4.25363  0.089
107 H -3.36217 2.82066 -2.88955  0.096
108 H -1.71015 0.84173 1.62622  0.080
109 H -1.87553 1.26634 4.07604  0.101
110 H -3.35881 3.07873 4.90259  0.088
111 H -4.67714 4.40661 3.28917  0.090
112 H -4.57047 3.89453 0.88134  0.111
113 C 1.37774 3.12151 4.09361  -0.017
114 N 0.75759 3.11215 2.78921  -0.109
115 C 0.09690 4.15606 2.18411  -0.047
116 C -0.25430 3.71063 0.94745  -0.096
117 N 0.18399 2.42372 0.79040  0.002
118 C 0.79156 2.09670 1.90479  -0.135
119 H 0.81432 3.77942 4.75299  0.088
120 H 2.41174 3.46486 4.03203  0.085
121 H 1.35672 2.11589 4.51029  0.092
122 H -0.07686 5.08838 2.69105  0.115
123 H -0.80797 4.20533 0.16879  0.118
124 H 1.25212 1.14245 2.10028  0.140

=====

No. 2
Density functional theory data (the ωB97M-V functional and the def2-TZVPD basis) for 2 unconnected molecules or ions with the total composition C2H2N2O3 in a non-equilibrium geometry.

Computed properties:
- Multiplicity: 1
- Electronic energy: -412.497624 hartree
- HOMO energy: -0.395 Eh
- SMILES: N#CC=O.O=NO
- Orbital gap: 10.04 eV
- Energy relative to the best compared isomer or geometry (same formula, charge and spin): 402.6 kJ/mol
- E_LUMO: -0.711 eV

Each line ends with the natural charge from an NBO analysis.
Positions of all 9 atoms, in Å:
1 C 0.02006 -0.59092 1.33779  0.162
2 C 0.48089 0.58766 1.97566  0.332
3 N -0.48803 -1.33934 0.61796  -0.244
4 N -0.72985 0.32893 -2.03492  0.350
5 O -0.18607 1.24496 -1.47538  -0.310
6 O 0.11022 -0.73930 -2.18644  -0.517
7 O 1.57257 0.59817 2.44492  -0.420
8 H -0.37662 1.32452 1.92910  0.165
9 H -0.40317 -1.41468 -2.60870  0.483

=====

No. 3
Density functional theory data (the ωB97M-V functional and the def2-TZVPD basis) for 2 unconnected molecules or ions with the total composition C5H15N2 in a non-equilibrium geometry.

Computed properties:
- Multiplicity: 3
- Electronic energy: -308.461622 hartree
- <S²>: 2.0051
- HOMO energy (spin up / spin down): -0.386 / -0.560 Eh
- Orbital gap (spin up / spin down): 7.67 / 7.63 eV
- Energy relative to the best compared isomer or geometry (same formula, charge and spin): 180.5 kJ/mol
- Total charge: +1
- E_LUMO (spin up / spin down): -2.845 / -7.599 eV

Each line ends with the natural charge from an NBO analysis.
Positions of all 22 atoms, in Å:
1 C -0.52195 -1.72271 0.07136  -0.452
2 C -3.19991 0.22867 -0.30521  -0.862
3 C 0.69621 0.84912 1.22935  -0.444
4 C 2.32006 -0.61603 0.31109  -0.379
5 C 1.16514 0.99722 -1.20366  -0.403
6 N -0.10286 -0.66200 -0.41411  0.019
7 N 1.01277 0.14947 -0.02343  -0.106
8 H -0.13363 -2.43696 0.82712  0.290
9 H -3.06835 -0.79941 -0.09460  0.211
10 H -1.32247 -2.02562 -0.47604  0.265
11 H -2.26657 0.75837 -0.11292  0.182
12 H -3.48655 0.28576 -1.46699  0.223
13 H -4.09412 0.80136 0.04140  0.250
14 H 0.44290 0.20165 2.01390  0.243
15 H 1.69877 1.33229 1.66505  0.242
16 H -0.11314 1.63238 1.20374  0.263
17 H 2.46469 -1.31936 -0.57409  0.249
18 H 3.07988 0.02604 0.41993  0.229
19 H 1.99306 -1.21413 1.28722  0.245
20 H 1.78769 1.77997 -0.90817  0.230
21 H 1.55717 0.33459 -1.97325  0.245
22 H 0.09120 1.41935 -1.51773  0.261

=====

No. 4
Density functional theory data (the ωB97M-V functional and the def2-TZVPD basis) for a molecular structure, C36H37AuBrN7OTe in a non-equilibrium geometry.

Computed properties:
- Multiplicity: 4
- Electronic energy: -4829.600956 hartree
- <S²>: 3.8056
- HOMO energy (spin up / spin down): -0.222 / -0.373 Eh
- Orbital gap (spin up / spin down): 2.68 / 3.76 eV
- Energy relative to the best compared isomer or geometry (same formula, charge and spin): 479.8 kJ/mol
- Total charge: +1
- E_LUMO (spin up / spin down): -3.377 / -6.388 eV

Each line ends with the Mulliken spin population.
Positions of all 84 atoms, in Å:
1 Au 1.24765 -4.59634 -2.19586  0.217
2 Br 7.70710 -3.53404 -1.33144  0.000
3 C 5.93420 -4.08670 -1.59476  -0.001
4 C 5.35798 -3.87437 -2.84595  0.004
5 C 4.00976 -3.99094 -3.13502  -0.005
6 N 3.25645 -4.52153 -2.14270  -0.008
7 C 3.74128 -4.79174 -0.87342  -0.010
8 C 5.08164 -4.68398 -0.62697  0.003
9 H 6.00399 -3.45396 -3.63518  0.001
10 H 3.48220 -3.79940 -4.07668  -0.001
11 H 3.01903 -5.15512 -0.15976  0.001
12 H 5.45569 -5.17877 0.29718  0.000
13 N 0.84667 -2.95480 3.01652  0.000
14 N 0.37054 -4.04975 3.65253  0.000
15 N 1.04366 -5.08523 4.16030  0.000
16 C 0.18481 -5.58330 5.09655  0.000
17 N -1.03938 -4.96323 5.04160  0.000
18 N -0.90564 -4.01349 4.17043  0.000
19 H 1.81965 -2.97214 2.73837  0.000
20 H 0.16686 -2.31742 2.60523  0.000
21 H 0.32254 -6.56834 5.62141  0.000
22 C -5.55666 4.65245 2.35563  0.000
23 C -4.19362 3.99135 1.99842  -0.004
24 C -2.96607 4.52157 2.44671  0.002
25 C -1.76799 4.18878 1.83234  0.001
26 C -0.69868 5.20224 1.81641  -0.004
27 C -1.75243 2.92325 1.13487  0.002
28 Te 0.27117 2.07503 0.54861  0.001
29 N 0.03190 2.20863 -1.42233  0.070
30 C -0.46950 3.39145 -1.86406  0.229
31 O -0.53828 4.54630 -1.36839  0.093
32 C -0.95744 3.19748 -3.26984  0.242
33 C -0.34779 2.28639 -4.17829  0.130
34 C -0.60218 2.29733 -5.49614  0.148
35 C -1.53147 3.22795 -6.00827  0.565
36 C -2.27625 4.00477 -5.18163  -0.151
37 C -1.97067 4.01107 -3.81446  0.552
38 C 1.86929 3.26811 1.19752  0.008
39 C 1.85535 3.52573 2.57317  0.001
40 C 2.76299 4.37130 3.12508  0.001
41 C 3.78362 4.98238 2.37251  0.000
42 C 3.90274 4.59568 1.02125  -0.001
43 C 2.96867 3.74567 0.41089  -0.009
44 C 3.24725 3.31401 -0.99391  0.010
45 C -2.93726 2.26781 0.81485  -0.001
46 C -2.93689 0.87122 0.20339  -0.001
47 C -4.13508 2.85146 1.22935  0.003
48 H -5.96048 4.29801 3.31072  0.000
49 H -6.34150 4.43467 1.60714  0.000
50 H -5.42275 5.73565 2.48329  0.000
51 H -3.00360 5.32090 3.17987  0.000
52 H -1.16361 6.12722 2.20743  0.000
53 H -0.32009 5.25870 0.80343  0.002
54 H 0.12532 5.03730 2.46894  0.000
55 H 0.44241 1.57882 -3.77545  0.029
56 H -0.06664 1.60450 -6.14662  0.009
57 H -1.75032 3.21811 -7.12043  0.022
58 H -3.20370 4.43692 -5.59202  -0.008
59 H -2.59045 4.53770 -3.09542  0.050
60 H 1.19090 2.99005 3.26911  0.000
61 H 2.68447 4.63400 4.20415  0.000
62 H 4.46940 5.70949 2.79195  0.000
63 H 4.75951 4.89564 0.45895  0.000
64 H 3.17659 2.19350 -1.17265  0.001
65 H 4.17009 3.71014 -1.37570  0.001
66 H 2.45064 3.81032 -1.66471  0.002
67 H -2.88530 0.16251 1.04612  0.000
68 H -2.08732 0.67178 -0.41004  0.002
69 H -3.90456 0.76656 -0.30182  0.000
70 H -5.01633 2.20863 1.05582  0.001
71 C -0.84480 -4.53984 -2.01623  0.266
72 C -1.38173 -5.39743 -0.92679  0.099
73 C -1.75341 -4.87504 0.34976  0.134
74 C -2.08306 -5.83385 1.36495  -0.034
75 C -1.94975 -7.21425 1.16733  0.212
76 C -1.66870 -7.69609 -0.09438  -0.068
77 C -1.44023 -6.80291 -1.11757  0.154
78 H -0.98686 -3.44490 -1.84891  0.007
79 H -1.24567 -4.83555 -2.97042  0.017
80 H -1.69563 -3.84331 0.59311  0.008
81 H -2.36327 -5.49763 2.36926  -0.001
82 H -2.00345 -7.88172 2.01042  0.010
83 H -1.33263 -8.73100 -0.25220  -0.001
84 H -1.16488 -7.09242 -2.12649  -0.001